Here is an isolated molecule of C4H10S at a distorted geometry from OMol25. Energies are from ωB97M-V with the def2-TZVPD basis set.

Values from the calculation:
Orbital gap: 0.355 Eh
LUMO level: 0.89 eV
Multiplicity: 1
Strongest force on any atom: 4.24 eV/Å

Bonds (Å) are listed after each position.
Geometry (Å):
1 C -0.385 1.526 0.896  C2 1.562, H5 1.054, H6 1.060, H7 1.085
2 C -0.722 0.821 -0.457  C1 1.562, C3 1.540, H8 1.065, H9 1.090
3 C -0.601 -0.713 -0.442  C2 1.540, C4 1.509, H10 1.022, H11 1.076
4 C 0.833 -1.149 -0.619  C3 1.509, H12 1.074, H13 1.057, S15 1.770
5 H -0.548 0.904 1.730  C1 1.054
6 H 0.599 1.879 0.721  C1 1.060
7 H -0.979 2.408 1.108  C1 1.085
8 H -0.223 1.157 -1.336  C2 1.065
9 H -1.766 1.111 -0.573  C2 1.090
10 H -1.099 -1.257 0.266  C3 1.022
11 H -1.108 -1.050 -1.328  C3 1.076
12 H 1.438 -0.852 -1.455  C4 1.074
13 H 0.921 -2.189 -0.786  C4 1.057
14 H 1.916 -1.910 1.436  S15 1.374
15 S 1.723 -0.687 0.840  C4 1.770, H14 1.374

The Löwdin scheme yields these atomic charges, measured in e: -0.145, -0.239, -0.291, -0.579, 0.043, 0.034, 0.064, 0.096, 0.095, 0.080, 0.099, 0.065, 0.057, -0.121, 0.742